Entry from the Open Molecules 2025 dataset: C9H15Cl2NdO6PY as an isolated structure (the ωB97M-V functional and the def2-TZVPD basis).

Highest occupied orbital energy (alpha / beta)   -21.2 / -21.2 eV
E   -72470.080 eV
Frontier orbital gap (alpha / beta)   3.44 / 4.25 eV
Net charge   +4
<S²>   3.755
LUMO level (alpha / beta)   -17.73 / -16.92 eV
2S+1   4

Structure (XYZ):
```
35
C9H15Cl2NdO6PY, DFT the ωB97M-V functional and the def2-TZVPD basis
Nd -3.913 -3.118 -3.191
Y -1.012 -2.593 0.872
Cl -3.360 -1.243 -1.537
Cl 0.089 -4.040 -0.808
C 1.282 -2.627 1.459
C -5.197 -3.713 -1.382
C -3.227 -5.161 -2.099
O 2.434 -2.731 1.490
O -5.643 -4.202 -0.413
O -3.015 -6.100 -1.435
C -1.791 3.302 1.503
C -1.141 2.263 0.615
O -0.838 1.132 1.462
P 0.061 -0.160 1.009
O 1.467 0.187 1.788
C 2.069 1.476 2.077
C 2.759 2.086 0.886
O 0.478 0.217 -0.572
C 1.577 -0.499 -1.276
C 1.961 0.389 -2.430
H -2.708 2.923 1.962
H -2.026 4.212 0.929
H -1.106 3.571 2.322
H -1.795 1.929 -0.219
H -0.213 2.672 0.187
H 1.319 2.174 2.498
H 2.784 1.216 2.853
H 2.073 2.465 0.115
H 3.310 2.948 1.270
H 3.468 1.381 0.427
H 2.401 -0.666 -0.569
H 1.231 -1.495 -1.601
H 2.342 1.353 -2.087
H 2.752 -0.113 -2.993
H 1.124 0.565 -3.114
```


Entry from the Open Molecules 2025 dataset: C9H15ClI2N2OPPd as an isolated structure (the ωB97M-V functional and the def2-TZVPD basis).

Highest occupied orbital energy (alpha / beta)   -18.0 / -18.3 eV
E   -56065.079 eV
Frontier orbital gap (alpha / beta)   7.83 / 4.68 eV
Net charge   +3
<S²>   6.061
LUMO level (alpha / beta)   -10.17 / -13.66 eV
2S+1   5

Structure (XYZ):
```
32
C9H15ClI2N2OPPd, DFT the ωB97M-V functional and the def2-TZVPD basis
I -4.529 -0.799 -2.050
I -4.009 1.797 -1.768
Pd 0.523 -0.073 -0.455
P 0.412 0.059 -2.684
C -1.218 0.000 -3.502
C 1.291 1.434 -3.528
H 2.241 -1.447 -2.842
H 1.272 -1.460 -4.390
H 0.652 -2.301 -2.908
C 1.237 -1.450 -3.292
H 2.314 1.476 -3.132
H 1.318 1.301 -4.626
H -1.075 -0.056 -4.594
H -1.789 0.869 -3.157
H 0.802 2.392 -3.303
H -1.725 -0.921 -3.194
C -1.339 -0.052 -0.078
O -2.400 -0.300 0.327
Cl 2.945 0.050 -0.377
N 0.080 -0.251 5.873
C 0.134 -0.146 4.518
C 1.180 -0.783 3.809
C 1.210 -0.673 2.419
N 0.372 0.133 1.756
C -0.501 0.898 2.407
C -0.753 0.660 3.769
H 0.796 -0.745 6.405
H -0.607 0.291 6.382
H 1.889 -1.479 4.253
H 2.003 -1.121 1.810
H -1.125 1.589 1.879
H -1.600 1.107 4.275
```


Entry from the Open Molecules 2025 dataset: a 2-piece molecular cluster, C9H15ClN2O overall (the ωB97M-V functional and the def2-TZVPD basis).

Highest occupied orbital energy (alpha / beta)   -7.7 / -7.8 eV
E   -27122.391 eV
Frontier orbital gap (alpha / beta)   7.39 / 7.82 eV
Net charge   0
Energy above the lowest of the compared OMol25 structures with the same formula, charge and spin   27.5 kcal/mol
LUMO level (alpha / beta)   -0.29 / 0.00 eV
2S+1   1

Structure (XYZ):
```
28
C9H15ClN2O, DFT the ωB97M-V functional and the def2-TZVPD basis
C -0.256 0.968 -1.384
C 1.527 -0.621 -0.083
C -1.892 -1.427 -1.077
C -2.086 -0.844 1.439
C -3.074 0.594 -0.229
C 3.774 -0.448 0.582
C 2.718 1.599 -0.094
C -0.642 0.608 -0.111
C -1.890 -0.353 -0.018
N 0.019 1.431 -2.407
N 2.525 0.216 0.129
O 1.246 -1.779 -0.042
Cl -0.570 1.875 1.132
H -1.698 -1.056 -2.129
H -0.988 -2.155 -0.981
H -2.867 -1.915 -1.080
H -2.425 -0.016 2.157
H -2.861 -1.624 1.501
H -1.167 -1.286 1.896
H -2.875 1.469 0.154
H -3.836 0.113 0.426
H -3.396 0.578 -1.329
H 3.614 -1.350 1.172
H 4.323 -0.766 -0.229
H 4.367 0.313 1.190
H 2.134 2.206 0.569
H 3.757 1.871 -0.032
H 2.520 1.799 -1.120
```


Entry from the Open Molecules 2025 dataset: a 2-piece molecular cluster, C9H15ClNP overall (the ωB97M-V functional and the def2-TZVPD basis).

Highest occupied orbital energy (alpha / beta)   -8.4 / -8.1 eV
E   -32874.604 eV
Frontier orbital gap (alpha / beta)   7.57 / 7.35 eV
Net charge   0
Energy above the lowest of the compared OMol25 structures with the same formula, charge and spin   0.0 kcal/mol
LUMO level (alpha / beta)   -0.87 / -0.72 eV
2S+1   1

Structure (XYZ):
```
27
C9H15ClNP, DFT the ωB97M-V functional and the def2-TZVPD basis
C 1.205 -0.681 -3.677
C 1.349 -0.882 -2.281
C 0.035 0.000 -3.884
C 0.258 -0.290 -1.730
C 1.059 0.737 1.530
C -0.294 0.353 3.615
C 0.459 -1.599 2.227
C -1.776 0.935 -2.427
C 0.000 -0.142 2.195
N -0.551 0.232 -2.671
P -1.588 -0.141 1.180
Cl -2.084 1.790 1.274
H 1.893 -1.018 -4.428
H 2.149 -1.384 -1.775
H -0.418 0.337 -4.796
H 1.230 0.407 0.504
H 0.742 1.778 1.511
H 1.994 0.676 2.086
H -1.112 -0.211 4.060
H -0.566 1.407 3.611
H 0.588 0.232 4.240
H 0.592 -1.977 1.216
H 1.405 -1.685 2.759
H -0.278 -2.222 2.733
H -2.314 0.454 -1.606
H -1.582 1.976 -2.146
H -2.396 0.921 -3.321
```


Entry from the Open Molecules 2025 dataset: an isolated ion of composition C9H15FN3O2 and charge +1 (the ωB97M-V functional and the def2-TZVPD basis).

Highest occupied orbital energy   -12.0 eV
E   -20848.460 eV
Frontier orbital gap   9.02 eV
Net charge   +1
Energy above the lowest of the compared OMol25 structures with the same formula, charge and spin   96.7 kcal/mol
LUMO level   -3.00 eV
2S+1   1

Structure (XYZ):
```
30
C9H15FN3O2, DFT the ωB97M-V functional and the def2-TZVPD basis
C -4.185 1.520 -1.568
C -4.311 1.697 -0.258
N -3.218 2.156 0.454
C -2.010 1.819 0.541
N -1.094 2.445 1.218
N -1.406 0.527 -0.183
C -0.175 0.397 -0.648
F 0.663 1.395 -0.725
O 0.190 -0.645 -1.207
C 1.651 -1.005 -1.289
C 2.181 -1.428 0.072
C 3.352 -2.318 -0.038
C 2.246 -0.220 1.013
O 0.929 -0.490 1.493
C 0.996 -1.849 1.034
H -3.353 1.918 -2.215
H -5.155 1.504 -2.178
H -5.098 1.562 0.453
H -1.395 3.174 1.785
H -0.189 2.060 1.339
H -2.045 -0.353 -0.088
H 1.442 -1.899 -2.020
H 2.285 -0.156 -1.547
H 3.894 -2.358 0.898
H 4.092 -1.981 -0.847
H 3.091 -3.390 -0.328
H 2.855 -0.233 1.856
H 2.426 0.867 0.719
H 0.092 -2.055 0.577
H 1.247 -2.660 1.687
```


Entry from the Open Molecules 2025 dataset: a 2-piece molecular cluster, C9H15FOSi overall (the ωB97M-V functional and the def2-TZVPD basis).

Highest occupied orbital energy   -9.4 eV
E   -22218.790 eV
Frontier orbital gap   10.35 eV
Net charge   0
LUMO level   0.92 eV
2S+1   1

Structure (XYZ):
```
27
C9H15FOSi, DFT the ωB97M-V functional and the def2-TZVPD basis
C -0.552 0.982 1.116
C -1.418 0.373 -0.012
C -2.733 1.102 -0.280
O -3.831 0.180 -0.152
Si -5.293 0.804 0.326
H -0.348 0.224 1.861
H 0.394 1.314 0.707
H -1.048 1.820 1.592
H -1.686 -0.638 0.267
H -0.838 0.311 -0.923
H -2.848 1.953 0.387
H -2.730 1.472 -1.303
H -5.503 0.573 1.773
H -5.379 2.254 0.065
H -6.394 0.129 -0.391
F 0.940 -1.877 0.454
C 2.148 -1.475 0.017
C 2.267 -0.996 -1.273
C 3.512 -0.579 -1.718
C 4.614 -0.647 -0.878
C 4.471 -1.133 0.414
C 3.230 -1.551 0.871
H 1.395 -0.957 -1.913
H 3.621 -0.200 -2.725
H 5.584 -0.321 -1.230
H 5.328 -1.188 1.071
H 3.095 -1.929 1.875
```